(1)
# C43H47BrCl3N7O2PS2Ta

A molecular structure, C43H47BrCl3N7O2PS2Ta at a distorted geometry (ωB97M-V with the def2-TZVPD basis set, the OMol25 dataset).

E_tot ... -200005.3812 eV
HOMO ... -7.721 eV
Relative energy (zero: lowest compared OMol25 entry of this formula, charge and spin) ... 0.172 eV
Gap between HOMO and LUMO ... 7.43 eV

Geometry (Å):
Ta 1.09 1.01 -0.31
S 3.04 0.98 1.40
C 2.37 1.17 3.02
C 3.26 1.31 4.09
C 2.76 1.44 5.37
C 1.38 1.44 5.56
C 0.58 1.30 4.44
N 1.05 1.17 3.20
H 4.33 1.31 3.90
H 3.44 1.55 6.21
H 0.95 1.54 6.54
H -0.50 1.30 4.54
Cl 5.54 5.11 -4.35
C 4.70 3.85 -3.48
C 3.85 4.20 -2.45
C 3.19 3.18 -1.79
Cl 2.09 3.55 -0.50
C 3.34 1.83 -2.13
O 2.64 0.88 -1.52
C 4.24 1.53 -3.16
Cl 4.52 -0.12 -3.56
C 4.91 2.53 -3.84
H 3.69 5.23 -2.17
H 5.59 2.27 -4.63
Br -4.68 -2.55 4.18
C -5.04 -0.71 3.87
C -6.26 -0.33 3.34
C -6.50 1.01 3.10
C -5.51 1.95 3.34
C -4.30 1.56 3.92
C -4.07 0.23 4.18
N -5.83 3.33 3.08
N -5.05 4.07 2.45
C -3.87 3.53 1.85
C -2.68 4.07 2.25
C -1.46 3.51 1.83
C -1.45 2.43 0.98
O -0.30 1.85 0.65
C -2.68 1.89 0.48
N -2.63 0.83 -0.35
C -3.75 0.40 -0.87
C -5.01 1.00 -0.63
C -5.08 2.03 0.25
C -3.90 2.49 0.88
H -7.02 -1.07 3.13
H -7.45 1.34 2.70
H -3.55 2.30 4.15
H -3.13 -0.08 4.62
H -2.69 4.90 2.95
H -0.52 3.90 2.18
H -3.68 -0.46 -1.53
H -5.89 0.64 -1.14
H -6.02 2.52 0.47
C 2.38 3.79 -6.26
C 1.92 2.56 -5.55
C 2.19 1.28 -6.02
C 1.74 0.23 -5.26
N 1.05 0.39 -4.14
C 0.81 1.65 -3.77
S -0.15 1.93 -2.32
N 1.23 2.74 -4.42
H 1.73 4.00 -7.12
H 3.40 3.67 -6.64
H 2.34 4.65 -5.59
H 2.75 1.13 -6.94
H 1.94 -0.80 -5.56
C -1.05 -2.05 -2.25
C 0.05 -2.99 -1.73
C 1.22 -2.87 -2.72
C -0.47 -4.43 -1.71
P 0.65 -2.39 -0.06
N 0.78 -0.80 -0.18
C -0.57 -2.76 1.31
C -0.30 -1.83 2.51
C -0.58 -4.22 1.77
C -1.98 -2.40 0.80
C 2.34 -3.09 0.34
C 2.44 -4.61 0.12
C 2.66 -2.79 1.81
C 3.42 -2.39 -0.51
H -1.23 -2.33 -3.30
H -0.74 -1.01 -2.24
H -1.98 -2.16 -1.71
H 0.81 -3.03 -3.72
H 1.99 -3.62 -2.56
H 1.66 -1.88 -2.71
H -0.59 -4.76 -2.75
H -1.45 -4.50 -1.24
H 0.20 -5.13 -1.22
H 0.52 -2.17 3.13
H -1.20 -1.83 3.13
H -0.11 -0.81 2.21
H 0.35 -4.51 2.26
H -0.77 -4.92 0.95
H -1.39 -4.34 2.50
H -2.01 -1.38 0.40
H -2.67 -2.45 1.64
H -2.34 -3.10 0.05
H 1.73 -5.17 0.72
H 3.45 -4.92 0.42
H 2.32 -4.89 -0.93
H 2.03 -3.35 2.50
H 2.59 -1.73 2.03
H 3.70 -3.10 1.99
H 3.55 -2.86 -1.48
H 4.37 -2.45 0.02
H 3.20 -1.33 -0.67

***

(2)
# C45H53BaCl2F5N4O7P3S

A molecular structure, C45H53BaCl2F5N4O7P3S at a distorted geometry (ωB97M-V with the def2-TZVPD basis set, the OMol25 dataset).

E_tot ... -145850.5272 eV
HOMO ... -4.730 eV
Relative energy (zero: lowest compared OMol25 entry of this formula, charge and spin) ... 4.184 eV
Gap between HOMO and LUMO ... 6.68 eV
Charge ... -1

Geometry (Å):
Ba 0.23 1.80 0.64
F -5.59 1.79 0.70
C -4.54 1.72 -0.16
C -3.28 1.42 0.30
C -2.16 1.37 -0.54
C -2.41 1.62 -1.91
C -3.70 1.90 -2.35
F -3.97 2.09 -3.67
C -4.79 1.97 -1.50
C -1.28 1.56 -2.87
C -1.17 2.45 -3.95
C -0.10 2.35 -4.82
C 0.85 1.36 -4.60
C 0.68 0.53 -3.51
N -0.34 0.63 -2.66
H -3.17 1.24 1.38
H -5.78 2.19 -1.87
H -1.92 3.22 -4.10
H -0.01 3.03 -5.65
H 1.70 1.24 -5.26
H 1.39 -0.26 -3.29
C 1.64 -2.41 -0.31
P 0.66 -2.94 -1.77
C -1.12 -2.83 -1.25
N -1.83 -2.74 -2.35
C -3.18 -2.66 -2.28
C -3.95 -2.61 -3.47
C -5.31 -2.60 -3.38
C -5.96 -2.62 -2.12
C -5.23 -2.64 -0.97
C -3.82 -2.66 -1.03
N -3.09 -2.75 0.10
C -1.78 -2.84 0.03
P -0.92 -3.17 1.67
C -1.15 -1.52 2.49
C -2.12 -4.24 2.67
C -3.42 -3.60 3.17
C -2.44 -5.47 1.82
C -1.29 -4.66 3.89
C 0.91 -4.84 -1.83
C 1.67 -5.37 -0.62
C 1.73 -5.08 -3.10
C -0.42 -5.60 -1.95
H 2.69 -2.31 -0.60
H 1.57 -3.07 0.55
H 1.28 -1.42 -0.04
H -3.43 -2.57 -4.42
H -5.91 -2.55 -4.28
H -7.04 -2.60 -2.08
H -5.71 -2.63 0.01
H -2.14 -1.12 2.32
H -0.39 -0.84 2.11
H -0.97 -1.66 3.56
H -4.01 -3.22 2.35
H -3.21 -2.78 3.86
H -4.00 -4.35 3.71
H -3.05 -5.20 0.96
H -2.99 -6.22 2.41
H -1.52 -5.94 1.45
H -1.03 -3.79 4.50
H -0.37 -5.16 3.58
H -1.87 -5.35 4.51
H 2.64 -4.89 -0.51
H 1.84 -6.45 -0.75
H 1.10 -5.23 0.30
H 2.69 -4.56 -3.05
H 1.20 -4.71 -3.98
H 1.93 -6.15 -3.24
H -1.00 -5.52 -1.03
H -0.21 -6.66 -2.13
H -1.02 -5.22 -2.78
Cl 3.97 1.24 -2.36
C 4.19 0.42 -0.85
C 5.47 -0.05 -0.52
C 5.68 -0.66 0.69
Cl 7.29 -1.23 1.08
C 4.63 -0.82 1.62
C 4.78 -1.38 2.90
C 3.69 -1.51 3.72
C 2.43 -1.10 3.24
N 2.26 -0.56 2.06
C 3.33 -0.38 1.25
C 3.08 0.29 -0.01
O 1.92 0.75 -0.29
H 6.28 0.07 -1.21
H 5.76 -1.70 3.23
H 3.78 -1.92 4.71
H 1.54 -1.22 3.84
C -0.32 7.05 1.35
C 1.11 6.77 1.78
O 1.84 6.01 0.80
P 1.45 4.45 0.46
O 2.93 4.04 -0.10
C 3.93 3.69 0.89
C 5.19 4.48 0.62
O 0.72 4.57 -0.98
C 1.26 5.36 -2.06
C 0.11 5.97 -2.82
H -0.82 7.69 2.08
H -0.87 6.11 1.27
H -0.33 7.55 0.38
H 1.13 6.25 2.74
H 1.67 7.70 1.88
H 4.13 2.62 0.81
H 3.55 3.90 1.90
H 5.51 4.31 -0.41
H 5.98 4.16 1.30
H 5.00 5.55 0.75
H 1.85 4.70 -2.70
H 1.92 6.13 -1.65
H -0.53 5.18 -3.23
H 0.48 6.59 -3.64
H -0.50 6.59 -2.16
F -1.44 4.40 4.74
C -0.91 3.19 4.57
F -1.91 2.30 4.56
F -0.12 2.92 5.62
S 0.05 3.11 3.00
O 0.32 1.69 2.88
O 1.19 3.94 3.27
O -0.90 3.60 2.01

***

(3)
# C11H16N3

A gas-phase ion, C11H16N3 (charge +1) at a distorted geometry (ωB97M-V with the def2-TZVPD basis set, the OMol25 dataset).

E_tot ... -16127.1139 eV
HOMO ... -10.981 eV
Relative energy (zero: lowest compared OMol25 entry of this formula, charge and spin) ... 3.411 eV
Gap between HOMO and LUMO ... 7.54 eV
Charge ... +1

Geometry (Å):
C 1.20 1.43 -2.15
C 0.77 -0.34 -0.65
C 1.39 0.09 -1.89
C 0.10 0.49 0.19
C 0.36 2.22 -1.32
C 0.94 -1.74 -0.15
C 0.06 -2.50 0.48
C -1.37 -2.15 0.82
C -1.17 -1.31 2.03
C 0.31 3.75 -1.57
C -2.33 -0.44 2.29
N -0.08 1.79 -0.15
N 2.03 -0.73 -2.76
N -0.18 -1.29 2.88
H 1.66 1.75 -3.01
H 2.08 -2.05 -0.26
H 0.45 -3.43 0.80
H -1.81 -1.64 0.10
H -1.81 -3.09 0.91
H -0.73 3.86 -1.91
H 0.45 4.39 -0.71
H 1.09 4.03 -2.25
H -2.11 0.50 2.58
H -2.90 -0.79 3.12
H -3.06 -0.41 1.58
H -0.57 2.30 0.55
H 2.88 -0.38 -3.18
H 1.91 -1.77 -2.74
H -0.01 -0.44 3.41
H 0.45 -2.09 2.95

***

(4)
# C5H7N3O2S

C5H7N3O2S in the gas phase at a distorted geometry (ωB97M-V with the def2-TZVPD basis set, the OMol25 dataset).

E_tot ... -24693.9417 eV
HOMO ... -9.708 eV
Relative energy (zero: lowest compared OMol25 entry of this formula, charge and spin) ... 5.892 eV
Gap between HOMO and LUMO ... 9.60 eV

Geometry (Å):
C -0.13 1.93 0.48
N 1.15 1.34 0.09
C 1.31 0.36 -0.63
S 0.05 -0.57 -1.51
C -0.54 -1.71 -0.10
C 2.70 -0.16 -0.79
C 3.69 0.92 -0.63
N 4.37 1.78 -0.37
N 2.90 -1.15 0.36
O 2.51 -2.25 0.13
O 3.43 -0.76 1.34
H -0.12 1.73 1.56
H -0.79 1.40 -0.13
H -0.18 2.94 0.27
H 0.12 -2.54 -0.07
H -1.67 -1.99 -0.21
H -0.31 -1.02 0.70
H 2.76 -0.68 -1.78

***

(5)
# C14H23CuO4PTe

A molecular structure, C14H23CuO4PTe at a distorted geometry (ωB97M-V with the def2-TZVPD basis set, the OMol25 dataset).

E_tot ... -84309.8637 eV
HOMO ... -3.941 eV
Gap between HOMO and LUMO ... 6.78 eV
Charge ... -1

Geometry (Å):
Cu -0.85 -2.49 0.05
C -2.75 1.70 1.08
C -1.96 0.97 2.16
C -2.79 -0.20 2.70
C -1.61 1.94 3.29
O -0.77 0.52 1.50
P 0.21 -0.65 2.09
O 0.51 -0.45 3.53
O -0.31 -2.01 1.71
O 1.45 -0.41 1.10
C 2.38 0.69 1.02
C 2.07 1.44 -0.27
C 2.30 1.65 2.20
C 3.76 0.04 0.96
H -3.67 2.12 1.51
H -3.02 1.01 0.28
H -2.15 2.51 0.66
H -3.71 0.17 3.15
H -2.22 -0.74 3.46
H -3.04 -0.89 1.89
H -2.51 2.24 3.84
H -1.14 2.84 2.88
H -0.92 1.46 3.98
H 1.02 1.75 -0.26
H 2.22 0.78 -1.13
H 2.71 2.31 -0.37
H 1.33 2.14 2.23
H 3.08 2.41 2.11
H 2.43 1.11 3.14
H 3.84 -0.58 0.07
H 3.89 -0.59 1.84
H 4.55 0.80 0.94
Te -1.89 -3.63 -1.87
C -0.93 -2.61 -3.43
C -0.25 -1.41 -3.23
C 0.35 -0.73 -4.28
C 0.29 -1.25 -5.57
C -0.38 -2.45 -5.79
C -0.98 -3.12 -4.74
H -0.20 -1.00 -2.23
H 0.86 0.20 -4.10
H 0.75 -0.71 -6.39
H -0.42 -2.85 -6.79
H -1.50 -4.05 -4.91

***

(6)
# C38H49Cl3Ge2N2O7PSSn

A molecular structure, C38H49Cl3Ge2N2O7PSSn (ωB97M-V with the def2-TZVPD basis set, the OMol25 dataset).

⟨S²⟩ ... 0.781
E_tot ... -234075.0173 eV
HOMO (spin up / spin down) ... -0.182 / -2.304 eV
Relative energy (zero: lowest compared OMol25 entry of this formula, charge and spin) ... 0.832 eV
Gap between HOMO and LUMO (spin up / spin down) ... 3.99 / 6.11 eV
Spin multiplicity ... 2
Charge ... -2

Geometry (Å):
Sn 1.11 0.71 0.23
C 0.52 4.19 2.92
C 0.40 3.44 1.62
O 1.10 2.33 1.58
C -0.38 3.95 0.56
C -0.99 5.23 0.67
C -1.76 5.78 -0.35
C -1.97 5.07 -1.52
C -1.39 3.80 -1.66
C -0.61 3.22 -0.67
O -0.13 2.01 -0.87
H 1.10 3.58 3.61
H -0.46 4.40 3.36
H 1.02 5.16 2.80
H -0.84 5.81 1.57
H -2.20 6.76 -0.21
H -2.57 5.48 -2.32
H -1.55 3.21 -2.56
N 2.29 -3.69 0.25
C 2.00 -2.76 -0.72
N 0.97 -3.09 -1.60
O 2.64 -1.73 -0.83
H 1.61 -4.41 0.44
H 2.81 -3.32 1.03
H 0.21 -3.62 -1.21
H 0.65 -2.28 -2.11
O 0.72 -0.29 2.78
S -0.60 -0.80 2.37
C -1.75 0.32 3.26
C -2.32 -0.48 4.42
C -1.23 -1.50 4.82
C -0.85 -2.18 3.51
H -2.50 0.68 2.55
H -1.11 1.14 3.58
H -3.21 -1.03 4.09
H -2.61 0.16 5.26
H -1.58 -2.20 5.57
H -0.35 -0.98 5.21
H -1.64 -2.84 3.13
H 0.11 -2.69 3.53
Cl 5.82 0.38 3.37
Ge 3.50 -0.03 3.13
Cl 3.75 -2.41 3.00
Cl 3.03 -0.03 5.39
C 4.81 4.79 -3.07
C 4.36 4.03 -1.84
O 5.10 2.81 -1.77
P 4.34 1.57 -0.97
O 3.15 1.27 -2.05
C 3.37 0.86 -3.39
C 2.34 1.54 -4.26
O 5.45 0.46 -1.35
C 5.74 -0.54 -0.35
C 7.17 -0.98 -0.52
H 4.28 5.74 -3.13
H 4.61 4.21 -3.97
H 5.88 4.99 -3.02
H 3.29 3.83 -1.89
H 4.55 4.61 -0.93
H 3.26 -0.23 -3.42
H 4.39 1.11 -3.70
H 1.35 1.43 -3.81
H 2.32 1.10 -5.26
H 2.54 2.61 -4.35
H 5.04 -1.37 -0.49
H 5.58 -0.13 0.65
H 7.34 -1.41 -1.51
H 7.41 -1.73 0.24
H 7.85 -0.13 -0.39
C -0.75 -0.98 0.80
Ge -2.37 -1.64 0.12
C -2.27 -1.45 -1.84
C -2.77 -2.40 -2.73
C -2.66 -2.24 -4.10
C -2.04 -1.11 -4.62
C -1.54 -0.15 -3.75
C -1.64 -0.32 -2.38
C -2.59 -3.58 0.42
C -3.78 -4.25 0.19
C -3.86 -5.64 0.31
C -2.74 -6.37 0.67
C -1.54 -5.71 0.92
C -1.47 -4.33 0.80
C -4.09 -0.84 0.64
C -4.59 0.28 -0.03
C -5.76 0.89 0.38
C -6.47 0.40 1.47
C -5.99 -0.71 2.15
C -4.81 -1.32 1.74
H -3.26 -3.29 -2.34
H -3.04 -3.00 -4.77
H -1.95 -0.98 -5.69
H -1.06 0.74 -4.14
H -1.23 0.45 -1.73
H -4.67 -3.69 -0.08
H -4.80 -6.14 0.12
H -2.79 -7.45 0.74
H -0.67 -6.27 1.22
H -0.55 -3.80 1.02
H -4.04 0.67 -0.88
H -6.12 1.77 -0.15
H -7.38 0.88 1.79
H -6.53 -1.10 3.01
H -4.44 -2.19 2.28

***

(7)
# C8H12NO2

A gas-phase ion, C8H12NO2 (charge +1) at a distorted geometry (ωB97M-V with the def2-TZVPD basis set, the OMol25 dataset).

E_tot ... -14067.8532 eV
HOMO ... -13.236 eV
Relative energy (zero: lowest compared OMol25 entry of this formula, charge and spin) ... 0.270 eV
Gap between HOMO and LUMO ... 10.14 eV
Charge ... +1

Geometry (Å):
C -3.11 -0.07 -0.76
N -1.66 0.08 -0.87
C -0.86 0.01 0.65
O -1.30 1.22 1.17
O -1.36 -0.98 1.41
C 0.60 -0.03 0.26
C 1.29 1.14 0.14
C 2.62 1.20 -0.17
C 3.27 0.00 -0.29
C 2.69 -1.16 0.04
C 1.31 -1.23 0.21
H -3.45 0.58 0.08
H -3.43 0.47 -1.50
H -3.40 -1.13 -0.71
H -1.10 -0.55 -1.40
H -1.43 0.99 -1.22
H -1.88 1.14 2.02
H -1.13 -1.82 0.98
H 0.79 2.00 0.29
H 3.12 2.12 -0.19
H 4.35 0.19 -0.47
H 3.30 -2.00 0.11
H 0.78 -2.14 0.24